{
  "formula": "C3H6OS",
  "method": "ωB97M-V/def2-TZVPD",
  "elements": ["H", "H", "C", "O", "H", "S", "C", "C", "H", "H", "H"],
  "xyz": [[1.510788, 0.749917, 2.132984], [0.713441, -0.815383, -0.590587], [-1.546461, -0.629536, -1.852029], [-0.193188, -0.025204, 1.289621], [-2.216039, 0.597080, -0.337030], [-1.586529, 1.012354, -1.483679], [0.755661, -0.732762, 0.519258], [1.052224, 0.568437, 1.134458], [0.962261, 1.594968, 0.564009], [-0.652851, -0.852085, -2.532967], [1.200693, -1.467784, 1.155963]],
  "forces_ev_per_angstrom": [[0.4, -0.6, -1.0], [-0.4, -0.1, 1.1], [1.6, -0.4, -0.5], [-1.8, -0.6, -0.6], [-0.3, 1.3, -0.5], [-0.1, -1.5, 0.9], [1.3, 0.8, 0.4], [-0.1, 3.9, 0.1], [0.5, -2.2, 0.6], [-1.2, 0.7, 0.0], [0.1, -1.2, -0.6]],
  "gap_ev": 8.39,
  "multiplicity": 1,
  "e_tot_ev": -16085.3926,
  "de_lowest_ev": 5.598
}